Entry 1:
Entry from OMol25: a 3-piece molecular cluster, C16H20BN3O7 overall (ωB97M-V with the def2-TZVPD basis set).

Results
Structure (SMILES)   CB(O)c1cnc2ccc(CN)cc2n1.O=C1OCCO1.O=C1OCCO1
HOMO level   -0.32211 Ha

The geometry in ORCA input format:
```
! wB97M-V def2-TZVPD RIJCOSX def2/J DEFGRID3
* xyz 0 1
C 5.163 -0.190 0.587
B 4.308 0.783 -0.286
O 4.826 1.992 -0.722
C 2.801 0.453 -0.666
C 2.455 -0.550 -1.619
N 1.231 -0.843 -1.946
C 0.256 -0.143 -1.306
C -1.100 -0.403 -1.595
C -2.078 0.283 -0.957
C -1.768 1.278 0.005
C -2.886 2.018 0.686
N -3.731 1.099 1.477
C -0.464 1.540 0.296
C 0.577 0.844 -0.348
N 1.870 1.136 -0.042
H 5.834 -0.776 -0.045
H 5.769 0.395 1.278
H 4.524 -0.868 1.152
H 5.104 2.003 -1.641
H 3.246 -1.117 -2.102
H -1.329 -1.165 -2.327
H -3.115 0.063 -1.172
H -2.456 2.801 1.311
H -3.495 2.515 -0.072
H -3.750 1.419 2.436
H -4.686 1.149 1.147
H -0.190 2.291 1.027
O -6.340 0.376 -0.304
C -6.568 1.242 -1.084
O -7.802 1.612 -1.492
C -7.690 2.821 -2.251
C -6.248 2.772 -2.721
O -5.624 2.000 -1.688
H -8.416 2.816 -3.059
H -7.885 3.666 -1.589
H -6.134 2.242 -3.668
H -5.773 3.746 -2.789
O 7.059 -3.415 0.866
C 6.220 -3.734 1.641
O 5.781 -2.965 2.665
C 4.613 -3.574 3.225
C 4.790 -5.027 2.825
O 5.562 -4.917 1.626
H 4.593 -3.412 4.299
H 3.730 -3.121 2.771
H 5.363 -5.595 3.560
H 3.856 -5.541 2.616
*
```


Entry 2:
Entry from OMol25: an isolated ion of composition C5H9BrFN2O2S and charge +1 (ωB97M-V with the def2-TZVPD basis set).

Results
ΔE to the lowest compared entry with this formula, charge and spin   0.00 kcal per mole
Structure (SMILES)   C[C@@]1(Br)CS(=O)(=O)[C@H](F)C(=[NH2+])N1
HOMO level   -0.53970 Ha

The geometry in ORCA input format:
```
! wB97M-V def2-TZVPD RIJCOSX def2/J DEFGRID3
* xyz 1 1
C -0.835 0.379 1.576
C -0.925 0.446 0.063
Br -2.918 0.512 -0.512
C -0.313 1.622 -0.800
S 1.403 1.663 -0.494
O 2.172 1.842 -1.676
O 1.613 2.517 0.609
C 1.708 -0.154 0.065
F 3.027 -0.401 -0.289
C 0.818 -1.085 -0.645
N 1.231 -1.945 -1.533
N -0.474 -0.789 -0.517
H -1.364 -0.520 1.866
H -1.321 1.237 2.053
H 0.236 0.308 2.037
H -0.637 1.417 -1.819
H -0.549 2.741 -0.773
H 1.711 -0.362 1.138
H 2.196 -2.319 -1.445
H 0.555 -2.531 -2.053
H -1.215 -1.229 -1.107
*
```


Entry 3:
Entry from OMol25: C34H47GeN4O5SSn as an isolated structure (ωB97M-V with the def2-TZVPD basis set).

Results
⟨S²⟩   0.787
HOMO level (alpha / beta)   -0.63597 / -0.66155 Ha

The geometry in ORCA input format:
```
! wB97M-V def2-TZVPD RIJCOSX def2/J DEFGRID3
* xyz 4 2
Sn 0.420 -0.290 1.060
C -3.441 -0.118 1.878
C -3.619 -0.202 0.373
C -4.185 1.081 -0.199
C -4.433 -1.418 -0.027
O -2.246 -0.396 -0.155
Ge -1.744 -0.871 -1.736
O -1.193 0.486 -2.610
C -0.974 0.548 -4.100
C 0.034 -0.500 -4.510
C -2.325 0.329 -4.751
C -0.452 1.948 -4.356
O -0.537 -2.018 -1.371
C -0.467 -3.492 -1.591
C -1.054 -4.158 -0.363
C 1.005 -3.811 -1.766
C -1.261 -3.827 -2.841
H -4.403 0.057 2.359
H -3.034 -1.050 2.276
H -2.779 0.713 2.142
H -5.193 1.243 0.181
H -3.567 1.939 0.073
H -4.252 1.038 -1.291
H -5.444 -1.362 0.373
H -4.526 -1.471 -1.124
H -3.972 -2.339 0.334
H -0.311 -1.504 -4.261
H 0.173 -0.470 -5.589
H 1.000 -0.338 -4.029
H -2.686 -0.693 -4.547
H -3.063 1.039 -4.381
H -2.251 0.435 -5.833
H 0.439 2.153 -3.761
H -0.178 2.033 -5.407
H -1.214 2.699 -4.143
H -0.560 -3.798 0.543
H -2.125 -3.963 -0.270
H -0.919 -5.238 -0.423
H 1.577 -3.471 -0.901
H 1.135 -4.888 -1.867
H 1.409 -3.332 -2.658
H -2.301 -3.469 -2.732
H -0.819 -3.387 -3.731
H -1.318 -4.905 -2.993
C -0.246 11.224 9.083
O -0.478 11.081 7.638
C -0.363 9.948 7.038
C -0.591 9.994 5.620
C -0.503 8.850 4.892
C -0.195 7.622 5.524
C 0.033 7.585 6.928
C -0.041 8.714 7.682
C -0.103 6.380 4.777
N 0.181 5.209 5.314
C 0.162 4.331 4.274
C -0.139 4.966 3.090
N -0.312 6.281 3.419
C -0.223 4.275 1.836
C -0.504 4.873 0.598
C -0.538 4.091 -0.529
C -0.274 2.725 -0.408
N -0.007 2.138 0.750
C 0.008 2.892 1.866
C 0.307 2.205 3.109
N 0.520 0.857 3.058
C 0.849 0.234 4.189
C 0.965 0.875 5.418
C 0.737 2.225 5.483
C 0.405 2.915 4.311
H -0.360 12.284 9.269
H 0.763 10.892 9.310
H -1.003 10.650 9.611
H -0.823 10.952 5.174
H -0.670 8.905 3.825
H 0.267 6.635 7.387
H 0.133 8.681 8.747
H -0.533 7.038 2.794
H -0.679 5.939 0.523
H -0.753 4.514 -1.500
H -0.283 2.094 -1.286
H 1.010 -0.827 4.119
H 1.227 0.303 6.297
H 0.816 2.768 6.417
C 3.288 -3.834 1.772
S 2.565 -2.682 2.908
C 1.477 -3.778 3.791
O 1.616 -1.800 2.029
H 3.935 -4.492 2.355
H 3.897 -3.270 1.068
H 2.503 -4.401 1.272
H 2.094 -4.562 4.234
H 0.757 -4.201 3.092
H 0.982 -3.226 4.588
*
```


Entry 4:
Entry from OMol25: a 2-piece molecular cluster, C3HF overall (ωB97M-V with the def2-TZVPD basis set).

Results
ΔE to the lowest compared entry with this formula, charge and spin   53.04 kcal per mole
HOMO level (alpha / beta)   -0.38963 / -0.38962 Ha

The geometry in ORCA input format:
```
! wB97M-V def2-TZVPD RIJCOSX def2/J DEFGRID3
* xyz 0 1
C 3.079 1.044 0.044
C 2.090 0.254 -0.053
C 1.056 -0.543 -0.018
F 0.939 -1.825 0.018
H -0.583 0.044 0.004
*
```


Entry 5:
Entry from OMol25: one molecule with the formula C17H21N3O3 (ωB97M-V with the def2-TZVPD basis set).

Results
ΔE to the lowest compared entry with this formula, charge and spin   80.13 kcal per mole
Structure (SMILES)   Cc1ccc(OCc2cc(C(=O)NC3CCCCC3)no2)cn1
HOMO level   -0.32644 Ha

The geometry in ORCA input format:
```
! wB97M-V def2-TZVPD RIJCOSX def2/J DEFGRID3
* xyz 0 1
C 5.090 -0.134 -3.217
C 4.587 -0.549 -1.869
C 5.303 -0.263 -0.705
C 4.798 -0.674 0.509
C 3.585 -1.364 0.542
O 3.144 -1.761 1.776
C 1.922 -2.451 1.860
C 0.749 -1.589 1.516
C 0.465 -0.280 1.782
C -0.802 -0.085 1.175
C -1.609 1.166 1.162
O -1.268 2.165 1.764
N -2.733 1.048 0.435
C -3.683 2.125 0.260
C -3.477 2.831 -1.086
C -3.856 1.929 -2.256
C -5.301 1.462 -2.121
C -5.499 0.715 -0.805
C -5.115 1.598 0.380
N -1.211 -1.194 0.607
O -0.260 -2.128 0.809
C 2.943 -1.595 -0.669
N 3.437 -1.199 -1.830
H 6.066 -0.576 -3.409
H 5.193 0.949 -3.266
H 4.390 -0.462 -3.980
H 6.239 0.273 -0.759
H 5.314 -0.480 1.437
H 1.914 -3.345 1.223
H 1.854 -2.765 2.908
H 1.045 0.441 2.315
H -2.899 0.170 -0.032
H -3.476 2.835 1.069
H -2.434 3.141 -1.167
H -4.098 3.729 -1.103
H -3.728 2.475 -3.193
H -3.191 1.063 -2.285
H -5.564 0.814 -2.959
H -5.965 2.330 -2.147
H -6.543 0.411 -0.704
H -4.894 -0.194 -0.809
H -5.791 2.453 0.424
H -5.219 1.039 1.313
H 1.998 -2.116 -0.740
*
```


Entry 6:
Entry from OMol25: a 2-piece molecular cluster, C5H8NO3P overall (ωB97M-V with the def2-TZVPD basis set).

Results
ΔE to the lowest compared entry with this formula, charge and spin   46.57 kcal per mole
HOMO level   -0.32441 Ha

The geometry in ORCA input format:
```
! wB97M-V def2-TZVPD RIJCOSX def2/J DEFGRID3
* xyz 0 1
C -1.820 0.071 -0.366
C -2.890 -0.768 -0.335
C -1.327 -1.780 0.757
C -0.784 -0.592 0.355
C 0.591 -0.116 0.574
N 0.907 1.249 0.314
O 1.836 -2.615 0.241
O 3.256 -0.527 0.447
O -2.596 -1.885 0.345
P 1.907 -1.197 -0.068
H -1.772 1.032 -0.837
H -3.878 -0.680 -0.745
H -0.904 -2.581 1.333
H 0.841 -0.369 2.068
H 1.017 1.399 -0.685
H 0.177 1.871 0.652
H 3.243 0.432 0.411
H 1.934 -0.913 -1.441
*
```


Values of DFT total energy, in order: -1337.5559 -3527.6698 -4607.1298 -214.5007 -1050.3685 -817.1311, all in Ha.